Model one:
Formula: C3H9N2O
Source: the Open Molecules 2025 dataset
Level of theory: ωB97M-V/def2-TZVPD

The geometry in XYZ format:
```
15
Properties=species:S:1:pos:R:3:nbo_charge:R:1
C 2.245 -0.424 0.170 0.576
C -0.790 -1.364 0.156 0.147
C -2.378 0.624 0.180 -0.413
N 3.132 0.473 -0.181 -0.731
N -1.481 -0.329 -0.572 -0.625
O 1.026 -0.446 -0.125 -0.672
H 2.576 -1.269 0.631 0.158
H -0.830 -1.080 1.166 0.118
H -3.073 0.118 0.680 0.222
H -1.651 0.992 0.941 0.223
H -2.943 1.266 -0.383 0.236
H 4.082 0.467 0.074 0.432
H 2.689 1.357 -0.405 0.412
H -0.619 0.092 -0.907 0.483
H -1.985 -0.478 -1.425 0.435
```

Properties
Total charge: +1
Gap between HOMO and LUMO: 9.40 eV
Lowest unoccupied orbital energy: -4.0 eV
HOMO: -13.3583 eV
Spin multiplicity: 1

***

Model two:
Formula: C3H9N2O
Source: the Open Molecules 2025 dataset
Level of theory: ωB97M-V/def2-TZVPD

The geometry in XYZ format:
```
15
Properties=species:S:1:pos:R:3:nbo_charge:R:1
C -0.107 -1.939 -0.204 -0.426
C 1.143 0.178 0.289 -0.484
C -1.254 1.563 -0.160 -0.503
N -0.117 -0.514 0.067 -0.015
N -1.166 0.187 -0.020 0.338
O -2.440 -0.510 -0.076 -0.347
H -0.313 -2.259 -1.208 0.272
H 0.960 -2.188 0.131 0.233
H -0.725 -2.509 0.400 0.267
H 1.936 -0.613 0.110 0.266
H 1.387 1.151 -0.342 0.267
H 1.198 0.607 1.374 0.269
H -0.243 1.939 -0.421 0.239
H -1.559 2.186 0.703 0.307
H -2.058 1.911 -0.848 0.317
```

Properties
Total charge: +1
SMILES: CN(C)[N+](C)=O
Gap between HOMO and LUMO (alpha / beta): 9.10 / 9.11 eV
Lowest unoccupied orbital energy (alpha / beta): -6.4 / -6.4 eV
HOMO (alpha / beta): -15.4810 / -15.4842 eV
Spin multiplicity: 1

***

Model three:
Formula: C3H9N2O
Source: the Open Molecules 2025 dataset
Level of theory: ωB97M-V/def2-TZVPD

The geometry in XYZ format:
```
15
Properties=species:S:1:pos:R:3:nbo_charge:R:1
C 0.571 -1.587 0.524 0.046
C -0.452 0.556 0.057 0.078
C 0.174 1.594 -0.886 -0.659
N -0.801 -0.637 -0.862 -0.374
N 0.383 -0.186 1.075 -0.553
O -0.719 -1.844 -0.064 -0.344
H 1.186 -1.661 -0.374 0.241
H 0.769 -2.322 1.305 0.240
H -1.385 0.844 0.585 0.226
H 0.822 1.257 -1.625 0.258
H 0.413 2.469 -0.205 0.247
H -0.650 2.128 -1.410 0.268
H -1.712 -0.440 -1.348 0.409
H -0.021 -0.241 2.018 0.456
H 1.422 0.068 1.210 0.462
```

Properties
Total charge: +1
SMILES: C[C@H]1NOC[NH2+]1
Gap between HOMO and LUMO: 10.27 eV
Lowest unoccupied orbital energy: -3.6 eV
HOMO: -13.9123 eV
Spin multiplicity: 1

***

Model four:
Formula: C3H9N2O
Source: the Open Molecules 2025 dataset
Level of theory: ωB97M-V/def2-TZVPD

The geometry in XYZ format:
```
15
Properties=species:S:1:pos:R:3:nbo_charge:R:1
C 1.541 1.357 0.159 0.010
C 1.509 -1.089 0.014 -0.463
C -1.521 -0.401 -0.438 0.060
N 0.903 0.323 -0.234 0.042
N -2.312 0.388 0.356 -0.799
O -0.236 0.433 -0.947 -0.360
H 2.466 1.363 0.780 0.248
H 1.617 -1.267 1.188 0.257
H 1.100 -1.900 -0.548 0.261
H 2.616 -0.832 -0.225 0.251
H -1.248 -1.351 0.076 0.202
H 1.117 2.433 -0.090 0.264
H -2.075 -0.470 -1.413 0.235
H -2.272 0.394 1.321 0.389
H -3.204 0.618 0.002 0.403
```

Properties
Total charge: +1
SMILES: C=[N+](C)OCN
Gap between HOMO and LUMO: 9.75 eV
Lowest unoccupied orbital energy: -4.5 eV
HOMO: -14.2382 eV
Spin multiplicity: 1

***

Need the numbers? Relative energies in kJ/mol: model one 117.8; model two 202.3; model three 0.0; model four 33.5.

***

Model one:
Formula: C3H9N2O
Source: the Open Molecules 2025 dataset
Level of theory: ωB97M-V/def2-TZVPD

The geometry in XYZ format:
```
15
Properties=species:S:1:pos:R:3:nbo_charge:R:1
C -0.166 -0.866 1.365 0.358
C 0.666 1.267 -1.482 -0.697
C 0.168 0.003 -0.853 0.528
N -0.678 -0.789 2.577 -0.706
N -0.302 0.081 0.457 -0.545
O 0.718 -1.176 -1.143 -0.672
H 0.407 -1.741 1.087 0.251
H -0.036 2.084 -1.341 0.252
H 1.629 1.556 -1.047 0.232
H 0.802 1.131 -2.552 0.254
H -1.774 0.229 -1.846 -0.085
H -0.522 -1.530 3.245 0.443
H -1.230 0.008 2.867 0.423
H -0.831 0.920 0.676 0.439
H 1.149 -1.176 -2.010 0.526
```

Properties
Total charge: +1
Gap between HOMO and LUMO (alpha / beta): 9.01 / 7.42 eV
Lowest unoccupied orbital energy (alpha / beta): -4.3 / -4.3 eV
HOMO (alpha / beta): -13.3408 / -11.7575 eV
Spin multiplicity: 1

***

Model two:
Formula: C3H9N2O
Source: the Open Molecules 2025 dataset
Level of theory: ωB97M-V/def2-TZVPD

The geometry in XYZ format:
```
15
Properties=species:S:1:pos:R:3:nbo_charge:R:1
N 1.995 -0.151 0.901 -0.698
C 0.487 -0.098 0.990 -0.334
C 0.070 -0.025 -0.485 0.657
N -1.230 -0.050 -0.723 -0.560
C -2.328 0.278 0.224 -0.422
O 0.970 0.038 -1.319 -0.602
H 2.412 -0.954 1.348 0.443
H 2.075 -0.151 -0.156 0.469
H 2.438 0.695 1.254 0.441
H 0.204 0.751 1.604 0.255
H 0.094 -1.021 1.404 0.253
H -1.486 0.009 -1.694 0.425
H -2.339 1.337 0.483 0.217
H -3.221 0.109 -0.368 0.242
H -2.256 -0.384 1.080 0.213
```

Properties
Total charge: +1
SMILES: CNC(=O)C[NH3+]
Gap between HOMO and LUMO: 11.16 eV
Lowest unoccupied orbital energy: -3.5 eV
HOMO: -14.6318 eV
Spin multiplicity: 1

***

Need the numbers? Relative energies in kJ/mol: model one 340.4; model two 0.0.